[1]
The following is a DFT calculation (the ωB97M-V functional and the def2-TZVPD basis) of C48H50As3CrN3OS4 as an isolated structure.

Each line ends with the Mulliken charge.
Geometry (Å):
Cr  -1.268  0.068  -1.227  0.827
C  0.481  -2.007  2.611  -1.202
C  -1.040  -1.952  2.541  -2.431
As  -1.805  -1.832  0.715  1.800
C  -3.641  -1.927  1.351  0.102
C  -4.493  -2.961  0.987  -0.154
C  -5.772  -3.032  1.519  -0.653
C  -6.208  -2.072  2.419  -0.594
C  -5.367  -1.028  2.771  -0.754
C  -4.091  -0.951  2.235  -0.049
C  -1.545  -3.699  0.158  0.720
C  -1.795  -4.055  -1.166  0.072
C  -1.621  -5.363  -1.593  -0.689
C  -1.187  -6.339  -0.709  -0.641
C  -0.923  -5.994  0.608  -0.799
C  -1.105  -4.685  1.037  -0.649
As  1.193  -0.283  1.950  1.671
C  3.046  -0.483  2.546  0.247
C  3.818  0.657  2.767  -0.101
C  5.164  0.551  3.083  -0.737
C  5.766  -0.698  3.172  -0.510
C  5.010  -1.837  2.943  -0.656
C  3.660  -1.729  2.633  -0.776
C  0.499  0.774  3.446  0.496
C  1.049  0.782  4.724  -0.941
C  0.460  1.527  5.737  -0.621
C  -0.691  2.263  5.483  -0.746
C  -1.249  2.254  4.212  -0.933
C  -0.651  1.518  3.198  -0.252
H  0.871  -2.808  1.976  0.468
H  0.828  -2.178  3.634  0.624
H  -1.418  -1.070  3.062  0.903
H  -1.508  -2.806  3.034  0.864
H  -4.167  -3.707  0.273  0.311
H  -6.436  -3.830  1.209  0.348
H  -7.214  -2.118  2.818  0.303
H  -5.715  -0.248  3.436  0.374
H  -3.461  -0.103  2.478  0.194
H  -2.121  -3.303  -1.872  -0.251
H  -1.811  -5.609  -2.631  0.425
H  -1.043  -7.359  -1.046  0.331
H  -0.575  -6.744  1.310  0.366
H  -0.890  -4.449  2.071  0.222
H  3.364  1.637  2.686  0.398
H  5.748  1.449  3.248  0.389
H  6.820  -0.780  3.409  0.348
H  5.472  -2.816  3.000  0.375
H  3.087  -2.630  2.450  0.246
H  1.947  0.210  4.930  0.386
H  0.899  1.531  6.728  0.392
H  -1.150  2.843  6.274  0.363
H  -2.144  2.825  3.998  0.494
H  -1.087  1.528  2.203  0.433
N  -0.703  -0.790  -4.234  0.442
C  -0.844  0.577  -4.138  0.196
C  -0.776  1.332  -5.316  -1.163
C  -0.907  2.699  -5.247  -0.929
C  -1.113  3.305  -4.017  -1.205
C  -1.202  2.498  -2.909  -0.967
N  -1.063  1.163  -2.959  1.545
C  -0.111  -1.686  -3.339  0.281
C  0.350  -2.886  -3.817  -1.245
C  1.060  -3.765  -2.950  -1.418
C  1.344  -3.291  -1.668  -0.850
C  0.853  -2.081  -1.256  -0.860
N  0.027  -1.282  -2.049  2.645
H  -0.712  -1.128  -5.180  0.315
H  -0.592  0.828  -6.256  0.415
H  -0.840  3.293  -6.151  0.364
H  -1.222  4.373  -3.909  0.546
H  -1.406  2.900  -1.929  0.624
H  0.221  -3.118  -4.868  0.368
H  1.409  -4.729  -3.292  0.423
H  1.952  -3.866  -0.979  0.418
H  1.122  -1.655  -0.300  -0.284
S  -4.598  2.048  -3.189  -0.612
As  -4.436  0.712  -1.567  0.442
S  -2.884  1.430  -0.124  -0.644
S  -3.138  -1.025  -2.146  -0.358
S  -6.204  0.074  -0.632  -0.528
C  1.223  3.727  1.588  -1.328
C  0.460  4.461  0.484  0.212
C  -1.039  4.251  0.622  -1.513
C  1.037  4.101  -0.875  0.096
C  1.448  5.157  -1.676  -0.606
C  2.226  4.973  -2.810  -1.523
C  2.707  3.691  -3.033  -0.171
C  2.318  2.598  -2.270  -0.026
C  3.098  1.312  -2.493  0.438
C  3.378  0.574  -1.182  -1.346
C  2.472  0.379  -3.519  -1.508
C  1.287  2.736  -1.273  0.156
O  0.709  1.724  -0.701  2.268
H  0.817  3.960  2.578  0.536
H  2.283  3.998  1.566  0.487
H  1.142  2.653  1.420  -0.404
H  0.659  5.532  0.612  0.701
H  -1.283  3.201  0.504  -0.462
H  -1.591  4.796  -0.147  0.334
H  -1.394  4.584  1.603  0.515
H  1.176  6.164  -1.369  0.340
H  2.521  5.806  -3.437  0.300
H  3.437  3.524  -3.822  0.366
H  4.065  1.634  -2.901  0.689
H  2.437  0.267  -0.726  -0.449
H  3.904  1.220  -0.473  0.393
H  3.988  -0.318  -1.359  0.456
H  1.530  0.008  -3.138  -0.118
H  3.122  -0.478  -3.723  0.534
H  2.284  0.903  -4.461  0.319

Computed properties:
Expectation value of S²: 6.116
HOMO energy (alpha / beta): -0.10 / -1.88 eV
Multiplicity: 5
LUMO energy (alpha / beta): 0.14390 / 0.14382 hartree
Gap between HOMO and LUMO (alpha / beta): 4.02 / 5.79 eV
Net charge: -2

***

[2]
The following is a DFT calculation (the ωB97M-V functional and the def2-TZVPD basis) of C16H25INO5P2STm as an isolated structure.

Each line ends with the Mulliken charge.
Geometry (Å):
C  0.006  0.960  -5.345  -0.704
C  0.014  1.522  -4.042  0.748
H  0.009  1.737  -6.128  0.376
H  -0.904  0.339  -5.424  0.314
H  0.907  0.327  -5.431  0.313
O  0.023  2.378  -3.247  -0.154
I  -0.151  -3.315  -2.381  -0.317
Tm  -0.012  -0.901  -0.937  -0.275
P  2.428  0.400  -1.095  1.189
C  2.946  1.819  -0.089  -1.156
C  3.231  -1.000  -0.207  -1.418
H  4.305  -1.004  -0.433  0.515
H  4.437  0.262  -2.465  0.450
H  2.799  -1.966  -0.519  0.439
H  2.954  0.002  -3.422  0.276
H  2.477  1.777  0.904  0.236
H  3.088  -0.895  0.878  0.302
C  3.405  0.605  -2.620  -1.252
H  4.037  1.840  0.034  0.455
H  3.421  1.657  -2.936  0.371
H  2.618  2.745  -0.578  0.426
P  -2.429  0.445  -1.087  1.233
C  -2.922  1.877  -0.089  -1.162
C  -3.407  0.655  -2.611  -1.255
H  -2.834  -1.913  -0.509  0.430
H  -4.322  -0.925  -0.406  0.509
H  -3.089  -0.838  0.893  0.304
C  -3.246  -0.941  -0.190  -1.407
H  -2.975  0.031  -3.406  0.280
H  -4.447  0.341  -2.447  0.450
H  -4.012  1.921  0.029  0.455
H  -2.570  2.794  -0.578  0.420
H  -3.397  1.703  -2.939  0.370
H  -2.459  1.827  0.907  0.244
C  0.010  1.670  -0.792  0.085
O  0.019  2.801  -0.529  -0.204
O  0.065  -2.461  0.649  -0.588
C  0.017  -1.617  1.619  1.103
N  -0.014  -0.314  1.260  0.375
S  -0.010  0.744  2.581  1.046
O  1.238  1.466  2.587  -0.735
O  -1.261  1.464  2.595  -0.741
C  -0.005  -0.613  3.712  0.448
C  -0.001  -0.553  5.101  -0.843
C  0.001  -1.765  5.813  -0.549
C  0.000  -3.003  5.141  -0.658
C  0.003  -3.039  3.752  -0.453
C  0.001  -1.828  3.050  -0.266
H  0.002  0.419  5.586  0.531
H  0.001  -1.749  6.902  0.429
H  -0.002  -3.933  5.712  0.441
H  0.005  -3.958  3.176  0.576

Computed properties:
Expectation value of S²: 2.003
HOMO energy (alpha / beta): -14.30 / -14.30 eV
Multiplicity: 3
LUMO energy (alpha / beta): -0.35322 / -0.35319 hartree
ΔE to the lowest compared entry with this formula, charge and spin: 0.000 eV
Gap between HOMO and LUMO (alpha / beta): 4.69 / 4.69 eV
Net charge: +2

***

[3]
The following is a DFT calculation (the ωB97M-V functional and the def2-TZVPD basis) of an isolated molecule of C19H25N3O5S2.

Each line ends with the Mulliken charge.
Geometry (Å):
C  -8.627  -1.028  1.554  -0.733
O  -7.651  -0.870  0.559  -0.312
C  -6.946  -2.062  0.280  -0.476
C  -5.939  -1.772  -0.831  -0.827
N  -4.978  -0.781  -0.411  -0.082
C  -3.675  -1.071  -0.194  -0.062
O  -3.200  -2.165  -0.409  -0.693
C  -2.864  0.122  0.310  0.423
C  -1.469  -0.324  0.749  -0.738
C  -0.651  0.881  1.209  -1.067
N  -0.602  1.940  0.221  0.244
S  0.561  1.707  -0.964  1.613
O  0.353  2.708  -1.969  -0.806
O  0.670  0.337  -1.383  -0.705
C  1.999  2.126  -0.037  -0.003
C  2.298  3.412  0.483  0.187
C  1.461  4.623  0.354  -1.188
N  3.440  3.382  1.116  -0.821
O  3.927  2.114  1.041  -0.172
C  3.070  1.342  0.346  0.423
C  3.328  -0.042  0.113  -0.530
C  4.435  -0.672  0.555  -0.182
C  4.726  -2.048  0.339  0.447
C  5.848  -2.731  0.752  -0.465
C  5.841  -4.084  0.379  -0.544
C  4.718  -4.426  -0.313  -0.427
S  3.646  -3.107  -0.526  -0.094
C  -1.900  2.355  -0.265  -1.236
C  -2.718  1.176  -0.794  -0.493
H  -9.381  -1.767  1.258  0.288
H  -9.102  -0.057  1.682  0.238
H  -8.180  -1.345  2.505  0.312
H  -6.422  -2.412  1.183  0.336
H  -7.643  -2.850  -0.043  0.415
H  -6.474  -1.408  -1.713  0.335
H  -5.382  -2.677  -1.079  0.365
H  -5.364  0.102  -0.118  0.328
H  -3.394  0.568  1.162  0.323
H  -0.968  -0.799  -0.096  0.217
H  -1.541  -1.053  1.556  0.541
H  0.381  0.585  1.412  0.388
H  -1.078  1.306  2.125  0.452
H  0.576  4.522  0.981  0.230
H  2.024  5.500  0.659  0.414
H  1.130  4.718  -0.678  0.330
H  2.568  -0.553  -0.460  0.434
H  5.173  -0.114  1.117  0.437
H  6.645  -2.265  1.304  0.418
H  6.631  -4.775  0.612  0.383
H  4.457  -5.386  -0.714  0.428
H  -1.715  3.082  -1.056  0.535
H  -2.427  2.847  0.561  0.426
H  -2.190  0.736  -1.642  0.244
H  -3.692  1.529  -1.135  0.502

Computed properties:
HOMO energy: -8.14 eV
LUMO energy: -0.01544 hartree
ΔE to the lowest compared entry with this formula, charge and spin: 2.333 eV
Gap between HOMO and LUMO: 7.72 eV
SMILES: COCCNC(=O)C1CCN(S(=O)(=O)c2c(C)noc2/C=C/c2cccs2)CC1

***

[4]
The following is a DFT calculation (the ωB97M-V functional and the def2-TZVPD basis) of an isolated ion of composition ClH2NO2P and charge -1.

Each line ends with the Mulliken charge.
Geometry (Å):
N  1.043  0.269  -0.178  -0.638
P  -0.581  -0.177  0.094  0.933
O  -0.938  -1.397  -0.661  -0.685
O  -1.502  1.158  0.086  -0.758
Cl  -0.413  -0.703  2.064  -0.355
H  0.982  1.212  -0.532  0.252
H  1.409  -0.362  -0.874  0.251

Computed properties:
HOMO energy: -4.88 eV
LUMO energy: 0.14838 hartree
ΔE to the lowest compared entry with this formula, charge and spin: 0.258 eV
Gap between HOMO and LUMO: 8.92 eV
Net charge: -1
SMILES: N[P@](=O)([O-])Cl

***

[5]
The following is a DFT calculation (the ωB97M-V functional and the def2-TZVPD basis) of C3H2NO5S as an isolated structure.

Each line ends with the Mulliken charge.
Geometry (Å):
C  0.917  1.171  0.109  0.389
C  -0.620  1.151  0.163  0.799
C  1.233  -0.300  0.027  -0.506
N  0.173  -0.462  -0.916  -0.545
O  -0.763  -2.205  0.638  -0.615
O  1.589  2.081  -0.290  -0.584
O  -1.319  1.981  -0.375  -0.607
O  -1.216  0.161  0.964  -0.354
O  -2.245  -1.102  -0.997  -0.618
S  -1.097  -1.052  -0.134  1.066
H  2.267  -0.737  -0.210  0.288
H  1.080  -0.687  1.022  0.286

Computed properties:
HOMO energy: -5.36 eV
LUMO energy: 0.14120 hartree
ΔE to the lowest compared entry with this formula, charge and spin: 1.892 eV
Gap between HOMO and LUMO: 9.21 eV
Net charge: -1

***

[6]
The following is a DFT calculation (the ωB97M-V functional and the def2-TZVPD basis) of C41H35ClN2RuSi2 as an isolated structure.

Each line ends with the Mulliken charge.
Geometry (Å):
C  -1.941  -0.833  5.166  -0.648
C  -2.551  -0.096  4.112  -0.370
C  -2.463  -0.888  2.892  -1.042
H  -3.109  0.836  4.202  0.629
C  -1.674  -2.071  3.228  -0.575
C  -1.391  -2.026  4.636  -0.547
H  -0.883  -2.809  5.191  0.540
H  -1.940  -0.543  6.216  0.485
H  -3.032  -0.752  1.991  0.901
H  -1.548  -2.919  2.557  0.707
Ru  -0.489  -0.240  2.997  0.021
Si  2.445  0.118  -4.852  0.399
C  1.675  1.628  -5.633  0.250
C  2.154  2.363  -6.747  -0.382
H  3.071  2.059  -7.260  0.369
C  1.448  3.486  -7.216  -0.459
H  1.834  4.064  -8.063  0.351
C  0.250  3.890  -6.611  -0.548
H  -0.290  4.766  -6.968  0.386
C  -0.241  3.146  -5.531  -0.515
H  -1.181  3.433  -5.052  0.386
C  0.455  2.033  -5.047  -0.279
H  0.045  1.466  -4.209  0.450
C  1.716  -1.402  -5.640  0.457
C  0.585  -1.372  -6.494  -0.107
H  0.184  -0.418  -6.849  0.369
C  -0.044  -2.565  -6.893  -0.562
H  -0.957  -2.518  -7.495  0.354
C  0.473  -3.811  -6.527  -0.498
H  -0.041  -4.732  -6.802  0.396
C  1.669  -3.849  -5.798  -0.491
H  2.107  -4.816  -5.541  0.360
C  2.302  -2.667  -5.386  -0.613
H  3.256  -2.722  -4.856  0.316
H  2.425  0.065  -3.365  -0.171
Si  -0.275  -0.033  0.687  0.616
C  -0.941  -1.633  -0.158  0.675
C  -2.058  -1.623  -1.000  -0.209
H  -2.580  -0.689  -1.224  0.377
C  -2.531  -2.832  -1.537  -0.630
H  -3.389  -2.816  -2.208  0.405
C  -1.929  -4.042  -1.206  -0.572
H  -2.298  -4.981  -1.632  0.397
C  -0.856  -4.051  -0.316  -0.514
H  -0.404  -4.989  -0.010  0.427
C  -0.361  -2.848  0.208  -0.686
H  0.466  -2.872  0.924  0.340
C  -1.413  1.377  0.051  0.677
C  -2.625  1.747  0.648  -0.144
H  -2.931  1.344  1.618  0.188
C  -3.471  2.655  -0.015  -0.779
H  -4.428  2.921  0.432  0.424
C  -3.096  3.223  -1.230  -0.670
H  -3.759  3.924  -1.746  0.377
C  -1.847  2.919  -1.775  -0.365
H  -1.511  3.394  -2.693  0.386
C  -1.007  2.004  -1.129  -0.886
H  -0.027  1.784  -1.558  0.464
H  3.908  0.220  -5.188  -0.204
Cl  1.652  0.326  -0.033  -0.401
C  2.838  -2.444  4.941  -0.937
C  1.826  -2.069  4.041  -0.134
N  1.308  -0.827  4.075  0.359
C  1.681  0.033  5.061  0.013
C  2.669  -0.301  6.022  1.114
C  3.270  -1.566  5.905  -0.605
C  2.960  0.667  7.034  -0.965
C  2.291  1.862  7.106  -0.935
C  1.265  2.211  6.175  1.018
C  0.505  3.392  6.202  -0.614
C  -0.505  3.583  5.285  -0.979
C  -0.755  2.616  4.298  -0.188
N  0.001  1.507  4.217  0.284
C  0.979  1.286  5.140  0.146
H  3.256  -3.446  4.847  0.420
H  1.424  -2.751  3.294  0.418
H  4.062  -1.826  6.609  0.442
H  3.745  0.423  7.758  0.391
H  2.532  2.592  7.888  0.388
H  0.730  4.133  6.969  0.445
H  -1.132  4.472  5.300  0.420
H  -1.559  2.720  3.568  0.484

Computed properties:
Expectation value of S²: 8.776
HOMO energy (alpha / beta): -8.86 / -10.47 eV
Multiplicity: 6
LUMO energy (alpha / beta): -0.13493 / -0.18877 hartree
ΔE to the lowest compared entry with this formula, charge and spin: 0.000 eV
Gap between HOMO and LUMO (alpha / beta): 5.19 / 5.34 eV
Net charge: +1

***

What did we get for maximum force? Answer: 0.3; 7.0; 1.4; 5.5; 3.4; 3.4 eV/Å, in the order shown.